#a
The following is a DFT calculation (wB97M-V/def2-TZVPD) of a structure of composition C34H30F10N4O2PSe2Ti.

The HOMO energy (alpha / beta) comes out at -3.46 / -3.46 eV. The LUMO energy (alpha / beta) is 2.136 / 2.137 eV. As for the charge: -1.

Atoms and positions in Å:
1 H 3.81977 1.62238 -0.48005
2 H 2.84938 -5.58037 -0.83190
3 C 0.96089 -2.93013 -1.65675
4 C -0.30500 2.25843 1.31587
5 C 2.24099 -0.06381 -3.39099
6 F -1.11451 -0.40977 -2.52859
7 N 2.15176 0.50628 -1.07032
8 C -2.60214 -5.69384 3.81244
9 H -1.39318 -6.39045 5.45036
10 H 0.64950 4.04405 -0.39656
11 C -4.94930 0.69706 -1.78330
12 C -4.67776 -0.03020 -2.92204
13 H -2.08246 2.83926 0.23671
14 H 0.08732 -4.40288 5.41540
15 C 0.59100 3.02568 -0.79938
16 H -6.27228 0.33502 2.34351
17 F 4.45462 -1.24104 -0.80604
18 C 4.39076 -1.72456 -3.07491
19 H 1.41108 -6.55733 0.75071
20 H 2.45668 -3.31216 -0.21629
21 C -0.93302 -3.48467 3.76463
22 H -0.26697 -2.62948 3.73048
23 H 2.50093 3.06766 0.76790
24 C 3.87462 -1.02704 -1.99830
25 C -0.18655 -5.15583 0.39619
26 Ti 0.28614 -0.06525 -0.48581
27 C 2.10009 2.04701 0.80191
28 H 0.41130 -6.96147 -0.64317
29 F 4.32031 -2.25754 -5.37279
30 N 0.72083 2.04403 0.28826
31 H -0.00495 -3.03676 0.53359
32 H -3.01576 1.09390 5.02209
33 C 2.74988 -0.73910 -4.48015
34 H 1.05375 -3.83114 1.47998
35 C -3.37116 -0.41308 -3.16516
36 F -3.06389 -1.08590 -4.27308
37 H -0.08175 1.57602 2.13375
38 C 2.97988 1.08152 -0.02285
39 C -3.94938 1.03785 -0.88818
40 H -0.28143 3.29099 1.69053
41 H -0.67226 -5.42008 1.33289
42 Se 1.06509 -0.87632 1.72044
43 H -3.26151 -6.55462 3.82955
44 C -1.55841 -5.59948 4.72793
45 H -0.96149 -4.93570 -0.33893
46 C -1.67243 1.94457 0.72170
47 F 2.21536 -0.56316 -5.68888
48 F -5.65272 -0.34410 -3.78258
49 C -4.73987 0.81596 3.76640
50 O 1.13499 -3.14362 -2.83372
51 H -1.64060 -0.55451 3.80678
52 H -2.35093 1.68217 1.53510
53 N -1.53293 0.86685 -0.25552
54 F 1.20866 0.76254 -3.60261
55 C 3.83249 -1.58498 -4.32920
56 H -5.33789 1.55686 4.28409
57 C -2.61798 0.63418 -1.07076
58 C -0.72750 -4.48892 4.70525
59 C -2.39918 -0.07841 -2.25578
60 C -2.66816 -0.37818 3.50430
61 P -2.09028 -2.25901 1.53412
62 C 1.80949 -5.29267 -0.97644
63 H 1.58363 -5.38281 -2.03868
64 C -5.26274 0.12951 2.68088
65 F -6.20436 1.08584 -1.53544
66 C 0.86672 -6.13660 -0.09810
67 O 0.33856 -1.95620 -1.09069
68 H 3.39040 0.32557 0.65011
69 C -3.43611 0.55747 4.17878
70 C 2.76324 -0.18268 -2.09674
71 N 0.58624 -3.89292 0.57556
72 C -4.49480 -0.81309 2.00813
73 H -0.36092 2.89448 -1.31151
74 H 2.06908 1.72107 1.83717
75 C -1.96749 -3.57788 2.83106
76 C -2.80171 -4.69398 2.87230
77 C -3.19246 -1.07852 2.41479
78 Se -3.21768 -3.16572 -0.12964
79 F -4.33316 1.76711 0.17178
80 H -4.89096 -1.35544 1.15534
81 F 5.42069 -2.55658 -2.89206
82 H 1.39183 2.86903 -1.51736
83 H -3.59925 -4.76591 2.13933
84 C 1.56760 -3.84082 -0.56393

***

#b
The following is a DFT calculation (wB97M-V/def2-TZVPD) of a structure of composition C34H30F10N4O2PSe2Ti.

The HOMO energy (alpha / beta) comes out at -2.40 / -2.39 eV. The LUMO energy (alpha / beta) is 2.008 / 2.009 eV. As for the charge: -1.

Atoms and positions in Å:
1 H -2.19084 -3.16214 -0.01154
2 H -2.83461 -1.71250 -1.49748
3 C -2.51497 0.98061 6.25264
4 H -1.84974 4.11110 5.15486
5 H -2.32909 3.03878 -0.10544
6 C 2.06555 0.47951 4.67334
7 Se 0.24020 -2.05131 3.82105
8 C 0.74946 -0.75130 -6.76640
9 F 1.59202 1.19772 -1.66211
10 C -1.77151 3.03589 5.26048
11 C -0.53966 -1.01574 -4.75432
12 C -0.48580 0.46411 -5.13717
13 N -0.34552 -2.15212 0.30874
14 H -0.40282 -2.40481 -6.28522
15 C 1.60513 2.67885 -3.46457
16 C -0.83192 2.33847 4.51821
17 F 3.81294 -5.50662 -1.20238
18 F 1.41009 -6.59804 -0.50834
19 H 0.09404 -0.62070 -7.63517
20 H -1.98356 -0.86960 1.98401
21 H -1.48751 -0.79670 5.58908
22 H -3.35570 2.90224 6.70582
23 H 3.31897 -0.09378 7.77125
24 C -0.96847 3.42851 -2.84985
25 Se 0.74052 1.06235 1.76554
26 C -0.40519 2.40939 -2.04810
27 C 1.56818 -5.26469 -0.46842
28 O -0.24849 -0.77130 -2.36680
29 H -1.34935 0.72938 -5.75181
30 H -3.49127 -1.55925 1.33575
31 C -0.72170 0.95418 4.64064
32 H -0.47867 1.10450 -4.26054
33 C -2.29331 2.05010 -0.57833
34 C 3.07909 1.28677 4.17582
35 H -4.24373 -0.82896 -0.85184
36 C 1.85904 -2.57445 -0.38636
37 C -1.56877 0.28113 5.51231
38 C 2.16218 -0.01770 5.97206
39 C -1.66074 -2.57777 0.75159
40 F 2.00003 -1.21672 -0.37433
41 H 3.00583 1.66212 3.16313
42 H -0.18540 2.86038 3.82343
43 C 0.98709 3.64162 -4.24667
44 H 1.03760 -2.64444 -4.29797
45 H -3.02113 2.07409 -1.39612
46 N -0.95531 1.70988 -1.04142
47 H 1.38380 -0.67097 6.34813
48 H 1.66603 0.52831 -5.29214
49 C 3.25327 0.29829 6.76368
50 C 0.58879 -3.06575 -0.01904
51 P 0.57397 0.04579 3.69269
52 C 0.09989 -1.31630 -3.40757
53 H -1.61596 -3.19294 1.65574
54 C 4.26652 1.10718 6.26203
55 C 0.80053 0.53907 -5.95885
56 O 0.83752 -2.44391 -3.36242
57 H 5.12399 1.34875 6.87838
58 N -2.36268 -0.33629 0.00959
59 H -1.57037 -1.38183 -4.68627
60 H -2.18270 1.19421 1.39014
61 H 0.86381 1.42685 -6.58630
62 H -3.07626 -0.02587 -1.93813
63 F -2.22661 3.87965 -2.63014
64 C -2.61693 2.35744 6.13042
65 C -2.71806 1.01956 0.45690
66 H -3.17486 0.44445 6.92398
67 C -2.44305 -1.32048 1.10272
68 C 0.93076 2.10773 -2.41434
69 C 0.50303 -4.46925 -0.08276
70 H 1.72812 -1.07051 -7.12544
71 C 2.78652 -4.72120 -0.82170
72 F 2.86034 2.30360 -3.74410
73 C -3.18160 -0.74896 -1.13146
74 F -0.92318 4.94651 -4.64440
75 C 2.92254 -3.34216 -0.77825
76 N 0.19196 -1.73555 -5.81925
77 Ti -0.20782 -0.22964 -0.48150
78 C -0.29903 4.01111 -3.91245
79 H 4.96887 2.21969 4.56852
80 H -3.79761 1.09686 0.65563
81 F 1.62088 4.19316 -5.29828
82 F -0.64945 -5.11125 0.22400
83 F 4.08321 -2.77269 -1.12751
84 C 4.17869 1.59633 4.96867

***

#c
The following is a DFT calculation (wB97M-V/def2-TZVPD) of a structure of composition C34H30F10N4O2PSe2Ti.

The HOMO energy comes out at -3.83 eV. The LUMO energy is 2.187 eV. As for the charge: -1.

Atoms and positions in Å:
1 C -3.35351 1.97414 -0.98784
2 P -1.83689 -1.15384 1.24006
3 C -4.67230 1.34587 2.91811
4 C -0.54539 -2.41540 3.37292
5 H -0.62292 -4.08447 0.74609
6 F 5.30101 -0.92775 -5.38081
7 O 2.10357 -1.75900 -2.96939
8 H 2.00649 -4.07551 -2.30961
9 H -0.65807 -3.52938 -0.92154
10 H -1.62966 4.03939 -0.15078
11 Se -3.21167 -1.92316 -0.27693
12 C -1.99918 1.73728 -1.25440
13 H 0.15241 -1.58787 3.26940
14 C 1.97557 -2.62174 -0.74142
15 H -1.96201 2.39668 4.65388
16 C -4.07530 0.82313 -2.97637
17 F -2.43140 -0.06081 -4.41781
18 C -1.96009 0.84674 3.17445
19 H 1.84749 4.05351 -2.00355
20 H -3.40301 -3.58513 2.01007
21 C -2.31614 -4.52783 3.61950
22 C -1.12049 3.23655 0.39949
23 C 1.69310 -1.58187 -1.84605
24 H 3.12547 -4.44962 -1.00782
25 C 1.03585 -4.86652 -0.50577
26 H -3.00954 -5.35557 3.71077
27 C 3.45195 1.16613 -2.27708
28 C 0.22968 3.73109 0.91536
29 C -2.74882 0.59667 -3.29842
30 H -1.01281 -5.24946 5.16978
31 C -3.92181 2.07447 3.82808
32 Se 1.49677 0.58051 1.50807
33 N 2.77022 1.85327 -1.28562
34 H -0.89114 0.67749 3.24657
35 C -2.71465 0.10251 2.26552
36 H 1.08263 5.33520 -1.02090
37 F 3.07564 0.56676 -5.86311
38 F 5.09879 0.23390 -0.84107
39 C -1.76617 1.06504 -2.46119
40 H 4.35978 3.16646 -0.85314
41 C 2.97959 1.19661 -3.59494
42 C -4.07102 0.36669 2.13735
43 F -3.75001 2.62959 0.11850
44 C 3.56562 2.61182 -0.33688
45 N -0.91193 2.09438 -0.48961
46 H 1.43508 -5.36198 0.38217
47 F 1.89419 1.93139 -3.88136
48 C -0.30883 -3.40905 4.31613
49 F -0.47353 0.85784 -2.79474
50 H 0.59469 -5.63377 -1.13920
51 N 1.25719 3.44513 -0.08732
52 H 0.56794 -3.35471 4.95065
53 F 6.30502 -1.04748 -2.84499
54 C -1.19507 -4.46988 4.43998
55 F -5.63733 1.75617 -1.49328
56 C -2.55944 1.82279 3.95500
57 C -2.54956 -3.53530 2.67840
58 C 4.59058 0.38118 -2.07897
59 O 1.08586 -0.55571 -1.36923
60 H -4.39119 2.84364 4.42973
61 C 2.13171 -4.06425 -1.22764
62 H -5.73030 1.54816 2.80102
63 N 0.83796 -2.63720 0.23652
64 H 0.18693 4.80386 1.14743
65 H 0.10061 4.03468 -1.74742
66 H -4.64456 -0.19794 1.40981
67 H 2.63021 3.35731 1.46908
68 C -4.36088 1.52285 -1.82396
69 H 1.17765 -2.69695 1.19715
70 H 4.03261 1.96181 0.41036
71 C 3.57813 0.50511 -4.62561
72 Ti 0.94225 1.23314 -0.60499
73 C 2.62922 3.59378 0.40650
74 H 2.85077 -2.23570 -0.21525
75 C -1.67043 -2.46337 2.54753
76 H 0.50158 3.18225 1.81565
77 H -1.74714 2.98975 1.25934
78 F -5.05816 0.37198 -3.76751
79 C 4.71210 -0.25168 -4.38644
80 H 0.29489 -1.74755 0.22085
81 C 0.00142 -3.82733 -0.10564
82 H 2.95436 4.63351 0.28024
83 C 1.05863 4.27046 -1.28746
84 C 5.21918 -0.30392 -3.10452

***

Stability summary: most stable #c, least stable #b.

***

#a
The following is a DFT calculation (wB97M-V/def2-TZVPD) of a cluster of 6 separate species, C5H24N2O6 in total.

The HOMO energy comes out at -8.97 eV. The LUMO energy is 0.347 eV.

Atoms and positions in Å:
1 N -2.02295 -0.75052 -1.78340
2 H -1.41024 -0.94948 1.22561
3 C -0.95609 0.33251 -1.56217
4 C 2.01236 1.48888 -1.85314
5 O 1.27943 2.79585 1.96345
6 O -2.15964 -0.34169 1.22204
7 O -1.88835 2.42538 1.48756
8 O -1.80729 -3.00903 0.13787
9 H 1.31040 3.34394 2.75083
10 H 0.96039 -0.99389 1.06524
11 H -1.79496 1.47456 1.65780
12 O 1.09857 0.45257 2.44069
13 H -1.55364 -1.51905 -2.25046
14 N 2.36045 0.30148 0.26544
15 C 0.39481 -0.33446 -1.26029
16 H -2.52250 -0.43024 0.31759
17 H 2.53145 2.38762 -1.46654
18 H -2.75636 -0.30127 -2.32242
19 O 0.86510 -3.53822 -0.14627
20 H -2.73508 2.66626 1.86913
21 C 1.77129 -0.34252 1.37164
22 H -2.53343 -3.48502 0.54103
23 H 0.14801 0.56501 2.49108
24 H 0.93520 -0.63395 -2.21679
25 H 0.06134 -3.30859 -0.59350
26 H 2.53164 -0.81395 2.03568
27 H 2.97221 1.04121 0.61006
28 C 1.34368 0.77331 -0.70933
29 H 1.30892 1.77882 -2.61440
30 H 0.67075 1.52455 -0.21961
31 H -0.85850 0.89649 -2.47124
32 H -1.47703 0.80897 -0.72166
33 H 0.38443 -1.23253 -0.59276
34 H 2.65300 0.78420 -2.43105
35 H 0.64428 -4.13355 0.57093
36 H 0.33748 2.72019 1.76288
37 H -2.09911 -2.44383 -0.57148

***

#b
The following is a DFT calculation (wB97M-V/def2-TZVPD) of a cluster of 7 separate species, C5H24N2O6 in total.

The HOMO energy comes out at -9.47 eV. The LUMO energy is 0.431 eV.

Atoms and positions in Å:
1 H -2.84139 1.48866 -0.91950
2 H -0.58242 2.15906 1.13637
3 C -0.52671 -0.08160 2.73357
4 H 0.63766 2.12052 -3.80484
5 O 2.22004 -1.71317 -1.31585
6 H 1.22181 2.52620 1.25415
7 H 1.18121 3.26621 -3.02199
8 H -2.70822 0.04826 1.55801
9 N -2.34991 -0.78635 1.11817
10 O 1.50201 2.58458 -3.62786
11 H 1.39021 -2.25617 1.02038
12 H -0.14610 -0.80020 3.45854
13 H -1.58052 -1.76262 -1.39419
14 N 0.91938 -2.61461 1.84705
15 H -1.38739 1.84026 -0.72772
16 H 2.48960 -0.87011 -0.91833
17 C -0.53173 -2.43345 1.74816
18 O 2.68073 1.00650 -1.61325
19 H 2.04856 -1.44198 -2.22561
20 H 1.54574 0.70391 2.79555
21 H -0.03057 -1.86852 -1.10356
22 C 0.37885 1.93825 1.58533
23 C 0.56363 0.89121 2.37597
24 H -0.96796 -3.17981 1.09110
25 H -0.26989 -0.71133 0.71102
26 H -1.40629 1.69941 -2.70758
27 H -0.48058 0.45597 -2.60284
28 H -1.35299 0.41117 3.24334
29 C -0.95532 -0.97906 1.50908
30 H 3.40576 1.15929 -2.22823
31 H -2.92364 -1.56847 1.41265
32 O -0.72663 -1.33871 -1.51210
33 H -0.83164 -2.73458 2.76205
34 O -0.65582 1.24244 -3.13374
35 H 1.31031 -2.10810 2.63023
36 O -2.19508 2.17349 -1.14005
37 H 1.95531 1.53349 -1.99345

***

Stability summary: most stable #b, least stable #a.

***

#a
The following is a DFT calculation (wB97M-V/def2-TZVPD) of a cluster of 12 separate species, H24O12 in total.

The HOMO energy (alpha / beta) comes out at -14.26 / -13.40 eV. The LUMO energy (alpha / beta) is -3.008 / -10.693 eV. The spin multiplicity is 2. As for the charge: +1.

Atoms and positions in Å:
1 O 16.99968 -20.29784 -7.62327
2 H 16.71961 -19.92216 -8.45793
3 H 21.73640 -21.02826 -8.90090
4 H 22.54557 -21.30564 -7.08276
5 H 17.78753 -20.79754 -7.83733
6 O 16.63650 -18.80499 -10.26212
7 H 19.11602 -15.89491 -7.90829
8 H 22.09094 -19.88946 -7.36493
9 H 23.10086 -18.71723 -8.94190
10 H 17.56338 -18.97832 -6.37122
11 O 22.92954 -18.54700 -8.01567
12 H 20.10997 -14.80141 -7.57933
13 O 17.89618 -16.89737 -8.53560
14 H 19.47633 -18.52437 -10.11594
15 H 22.14220 -15.87478 -8.46280
16 H 16.06730 -19.32022 -10.83377
17 O 21.75317 -20.88027 -9.84645
18 H 19.04349 -18.19004 -8.22114
19 O 21.76461 -20.78407 -7.26796
20 H 17.26197 -16.28262 -8.16669
21 H 23.08306 -15.04316 -7.61717
22 O 20.04041 -15.74731 -7.70841
23 H 17.50296 -18.87101 -10.66351
24 H 19.35718 -22.68684 -7.11906
25 H 18.58510 -19.08067 -5.25879
26 H 17.39970 -17.39204 -9.18754
27 H 22.99936 -17.59626 -7.92948
28 H 20.49114 -17.96817 -7.83776
29 H 19.87325 -21.27137 -6.97065
30 O 23.02748 -15.86847 -8.09884
31 O 19.14994 -21.84401 -6.71542
32 O 19.20368 -18.62487 -11.02797
33 H 21.50261 -19.96228 -9.95015
34 O 17.75549 -18.66205 -5.48844
35 H 19.72064 -17.97633 -11.50587
36 O 19.89943 -18.61850 -8.21614

***

#b
The following is a DFT calculation (wB97M-V/def2-TZVPD) of a cluster of 12 separate species, H24O12 in total.

The HOMO energy (alpha / beta) comes out at -14.13 / -13.43 eV. The LUMO energy (alpha / beta) is -3.309 / -10.806 eV. The spin multiplicity is 2. As for the charge: +1.

Atoms and positions in Å:
1 O -16.45676 -1.17975 -18.16029
2 H -17.72833 -2.63839 -15.43375
3 H -17.26744 1.79528 -16.10430
4 H -15.69202 -1.01875 -17.60759
5 H -20.81190 2.52186 -19.34968
6 H -18.53925 0.77127 -17.15577
7 H -20.15615 3.40885 -18.31280
8 H -18.54277 2.54319 -13.28987
9 H -18.74151 -0.51264 -13.60307
10 O -19.47308 2.32721 -13.35405
11 O -16.92438 2.63544 -16.40871
12 O -22.38536 0.78882 -18.25489
13 O -19.76599 -2.04782 -18.79742
14 O -21.46017 0.10414 -15.69370
15 H -16.88354 -0.32614 -18.23404
16 H -17.28576 3.27774 -15.79789
17 H -22.16829 0.64449 -15.34324
18 H -22.97517 1.49884 -18.00147
19 H -16.22154 1.96612 -17.84695
20 O -18.35059 -2.07287 -14.97636
21 O -18.70979 0.48466 -19.18329
22 H -21.41540 -0.64647 -15.10140
23 O -18.73844 0.47515 -16.26759
24 H -19.17740 0.66218 -12.75354
25 H -19.76523 2.76037 -14.15607
26 H -17.97653 0.84968 -19.67860
27 H -19.68218 0.60681 -16.17671
28 H -22.10709 0.40042 -17.42546
29 H -19.48225 -1.13413 -18.82750
30 H -15.03400 2.33899 -18.70870
31 O -18.79689 -0.21420 -12.69527
32 H -19.31376 1.21895 -19.07249
33 O -15.81171 1.78121 -18.69198
34 H -18.45108 -1.31324 -15.55004
35 O -19.97940 2.67653 -18.90330
36 H -18.98838 -2.53154 -18.51890

***

Stability summary: most stable #a, least stable #b.